Record 1
Computed, not measured: a structure of composition C20H29BeBrCaCl2F5N5O7S at a distorted geometry, with wB97M-V/def2-TZVPD.

Last column: Mulliken charge in e.
Atoms and positions in Å:
C 3.912 -2.365 -1.490  -1.07
C 2.450 -2.384 -2.074  0.36
O 2.215 -1.251 -2.980  -0.51
C 2.142 -0.102 -2.232  0.70
C 3.440 0.703 -2.171  -0.28
C 3.525 1.950 -1.408  0.63
C 4.914 2.708 -1.354  -0.40
O 5.690 2.480 -2.515  -0.35
C 6.674 1.431 -2.332  -0.43
C 2.290 2.417 -0.736  0.00
N 2.138 3.602 0.012  -0.23
S 0.506 3.601 0.491  0.40
N -0.162 2.181 -0.097  -0.50
C 0.943 1.627 -0.773  0.20
C 0.923 0.329 -1.534  0.43
F -0.183 -0.488 -1.621  -0.25
H 3.986 -1.457 -0.816  0.20
H 4.129 -3.265 -0.834  0.36
H 4.742 -2.321 -2.299  0.44
H 2.257 -3.327 -2.653  0.40
H 1.694 -2.279 -1.232  -0.45
H 4.315 0.285 -2.741  -0.52
H 5.411 2.411 -0.389  0.35
H 4.723 3.831 -1.279  -0.08
H 6.427 0.491 -2.919  0.13
H 6.828 1.110 -1.267  0.27
H 7.651 1.812 -2.760  0.20
C -4.355 2.632 0.951  -1.30
C -3.250 3.674 0.939  0.27
O -3.566 4.862 1.640  -0.42
C -3.460 4.876 3.089  0.05
O -2.283 4.441 3.490  -0.80
C -4.658 4.167 3.808  0.74
F -5.822 4.382 3.144  -0.27
F -4.849 4.674 5.047  -0.29
F -4.538 2.834 3.949  -0.26
H -5.335 3.096 0.827  0.28
H -4.200 1.905 0.149  0.43
H -4.363 2.074 1.885  0.27
H -3.112 3.988 -0.102  0.34
H -2.291 3.247 1.254  -0.11
H -3.686 5.939 3.293  0.20
Be 4.647 0.388 -4.692  0.15
C -1.583 -3.356 -2.998  -0.12
C -1.090 -4.704 -3.271  0.23
N -0.702 -5.764 -3.485  -0.43
H -2.604 -3.373 -2.609  0.32
H -0.961 -2.844 -2.259  -0.32
H -1.589 -2.740 -3.899  0.34
C 0.221 4.298 5.165  -0.48
N 1.595 4.657 4.739  0.87
O 2.331 5.163 5.557  -0.51
O 1.890 4.414 3.570  -0.60
H 0.095 4.566 6.210  0.31
H -0.476 4.856 4.532  0.23
H 0.104 3.225 5.025  0.21
C -1.498 -2.801 0.803  0.15
Cl 0.174 -3.192 0.414  -0.14
Cl -2.184 -3.954 1.971  -0.03
H -1.537 -1.801 1.232  0.30
H -2.092 -2.837 -0.110  0.03
O -3.889 -5.022 -0.910  -0.57
H -3.591 -4.825 -0.026  0.22
Ca 2.342 6.097 0.345  1.59
C -4.710 -8.406 -1.350  -0.68
C -4.988 -9.712 -0.755  0.31
N -5.207 -10.738 -0.286  -0.36
H -4.965 -7.592 -0.670  0.22
H -3.654 -8.298 -1.603  0.24
H -5.281 -8.254 -2.267  0.26
Br -1.038 -5.918 2.968  0.04
F 6.221 -2.285 -2.709  -0.86

Frontier orbital gap   1.795 eV
Calculated total energy   -181319.83771 eV
E_HOMO   -7.173 eV

Record 2
Computed, not measured: the ion C20H29ClF3NO7PS with charge -1 at a distorted geometry, with wB97M-V/def2-TZVPD.

Last column: Mulliken charge in e.
Atoms and positions in Å:
C -0.219 2.953 -1.105  -0.50
C -0.738 2.058 -0.490  -2.02
C -1.314 0.768 0.126  1.95
C -1.113 1.117 1.630  0.87
C -1.879 2.438 2.041  -1.19
C -0.945 3.506 2.605  0.80
F -0.147 4.093 1.705  -0.25
F -0.163 3.033 3.594  -0.28
F -1.697 4.510 3.136  -0.33
O -2.671 0.831 -0.317  -0.31
S -3.776 -0.211 0.315  0.26
O -3.975 0.110 1.718  -0.52
O -3.148 -1.735 0.343  -0.32
C -2.035 -1.975 1.181  -0.21
Cl -2.300 -3.734 1.663  -0.21
C -0.580 -1.763 0.537  2.16
C 0.299 -1.775 1.823  -1.73
C 1.819 -1.755 1.831  -0.27
O 2.608 -2.060 0.982  -0.51
N 2.372 -1.420 3.163  0.10
C 3.644 -2.109 3.338  -0.97
C 2.491 0.021 3.362  -0.57
C -0.312 -3.131 -0.195  -0.05
O -1.065 -3.550 -1.103  -0.73
O 0.596 -3.883 0.212  -0.70
C -0.498 -0.497 -0.413  1.07
C -1.140 -0.844 -1.828  -1.96
C -1.135 0.236 -2.921  -0.77
O -1.043 -0.450 -4.195  -0.40
C -1.543 0.359 -5.224  -0.23
C -0.709 1.636 -5.508  -1.02
P 1.228 -0.025 -0.967  0.77
C 2.081 -1.289 -2.003  -1.32
C 2.324 0.984 0.084  -1.29
H -0.147 3.842 -1.706  0.52
H -0.066 1.317 1.900  -0.77
H -1.479 0.378 2.350  0.41
H -2.540 2.820 1.254  0.42
H -2.546 2.207 2.890  0.39
H -2.099 -1.538 2.188  0.50
H 0.079 -2.754 2.299  0.61
H -0.015 -1.066 2.614  0.74
H 4.470 -1.646 2.764  0.31
H 3.573 -3.169 3.063  0.33
H 3.913 -2.048 4.408  0.33
H 3.356 0.389 2.769  0.27
H 2.672 0.240 4.430  0.40
H 1.557 0.521 3.074  -0.08
H -2.166 -1.220 -1.757  0.33
H -0.572 -1.675 -2.275  0.72
H -0.359 1.004 -2.908  0.12
H -2.124 0.750 -2.942  0.43
H -2.614 0.617 -5.088  0.28
H -1.504 -0.257 -6.143  0.39
H 0.341 1.510 -5.191  0.25
H -0.729 1.962 -6.557  0.37
H -1.100 2.454 -4.872  0.23
H 2.238 -0.911 -3.022  0.41
H 3.086 -1.460 -1.571  0.35
H 1.542 -2.247 -1.970  0.40
H 2.754 1.802 -0.523  0.44
H 3.202 0.386 0.408  0.34
H 1.927 1.454 0.991  0.23

Frontier orbital gap   6.598 eV
Total charge   -1
Calculated total energy   -77828.15348 eV
E_HOMO   -4.006 eV

Record 3
Computed, not measured: a structure of composition C20H29F11N4O3P3SSeTi at a distorted geometry, with wB97M-V/def2-TZVPD.

Last column: Mulliken charge in e.
Atoms and positions in Å:
Ti 0.325 -0.181 0.328  1.10
F -2.254 4.882 -3.112  -0.25
C -1.921 3.642 -2.806  0.57
C -1.273 3.361 -1.603  -0.09
F -0.948 4.308 -0.734  -0.27
C -0.951 2.043 -1.320  -0.58
F -0.365 1.738 -0.080  0.38
C -1.207 0.973 -2.174  0.96
S -0.835 -0.658 -1.693  -0.48
C -1.831 1.284 -3.394  -0.01
F -2.073 0.302 -4.250  -0.30
C -2.207 2.593 -3.693  0.24
F -2.839 2.856 -4.819  -0.25
C 4.012 -3.413 2.012  -1.00
N 2.600 -3.127 1.811  0.78
C 1.710 -3.843 2.719  -1.04
P 1.989 -2.722 0.356  -0.24
O 0.729 -1.890 0.472  -0.81
O 3.129 -1.705 -0.250  0.33
P 3.139 -0.121 -0.650  -0.51
O 1.700 0.329 -0.729  0.13
N 3.817 0.008 -2.137  0.22
C 5.178 -0.479 -2.324  -0.86
C 2.964 -0.158 -3.309  -0.83
N 3.834 0.661 0.616  0.75
C 5.157 0.322 1.124  -0.95
C 3.606 2.109 0.642  -1.05
N 1.672 -3.947 -0.673  0.35
C 2.687 -4.947 -0.973  -0.96
C 0.598 -3.867 -1.659  -0.72
H 4.202 -4.487 2.062  0.33
H 4.332 -2.967 2.953  0.31
H 4.590 -2.984 1.198  0.29
H 1.841 -4.925 2.653  0.35
H 0.676 -3.594 2.487  0.28
H 1.933 -3.521 3.737  0.37
H 5.774 -0.248 -1.447  0.25
H 5.615 0.026 -3.185  0.38
H 5.205 -1.557 -2.500  0.28
H 1.994 0.293 -3.109  0.15
H 2.834 -1.208 -3.578  0.29
H 3.428 0.361 -4.146  0.43
H 5.324 -0.748 1.051  0.25
H 5.203 0.619 2.171  0.33
H 5.941 0.856 0.581  0.36
H 2.639 2.347 0.197  0.21
H 4.386 2.651 0.103  0.39
H 3.606 2.439 1.681  0.38
H 3.500 -4.894 -0.253  0.29
H 3.097 -4.802 -1.975  0.36
H 2.240 -5.940 -0.925  0.34
H -0.242 -3.310 -1.244  0.14
H 0.265 -4.881 -1.882  0.44
H 0.923 -3.393 -2.587  0.24
Se -3.534 0.110 0.065  0.03
C -4.708 0.583 1.452  0.28
C -4.363 1.633 2.313  -0.11
C -5.239 2.014 3.304  -0.71
C -6.464 1.367 3.443  -0.41
C -6.802 0.313 2.600  -0.57
C -5.933 -0.081 1.605  -0.45
H -3.412 2.130 2.184  0.42
H -4.982 2.822 3.970  0.41
H -7.146 1.675 4.221  0.40
H -7.748 -0.193 2.721  0.39
H -6.178 -0.899 0.943  0.39
F 1.102 0.958 1.820  -0.36
P -0.030 0.460 3.075  1.51
F 0.876 1.080 4.153  -0.27
F -0.946 -0.266 1.623  -0.18
F 0.780 -0.931 2.957  -0.20
F -0.822 1.753 2.661  -0.31
F -1.135 -0.146 3.966  -0.30

Energy above the lowest of the compared OMol25 structures with the same formula, charge and spin   74.6 kcal per mole
Frontier orbital gap (alpha / beta)   5.062 / 5.276 eV
Total charge   +2
Calculated total energy   -190364.77752 eV
Spin multiplicity   2
E_HOMO (alpha / beta)   -12.606 / -12.796 eV

Record 4
Computed, not measured: the molecule C20H29FN4O4S at a distorted geometry, with wB97M-V/def2-TZVPD.

Last column: Mulliken charge in e.
Atoms and positions in Å:
O -1.875 -1.977 1.643  -0.69
C -2.036 -1.906 0.438  0.35
N -3.227 -1.490 -0.067  0.13
C -4.257 -1.040 0.851  -0.96
H -3.837 -1.096 1.856  0.42
H -5.116 -1.718 0.794  0.40
C -4.676 0.400 0.470  -0.89
N -3.712 1.011 -0.414  -0.02
C -2.573 1.608 0.106  0.45
C -1.747 2.421 -0.684  0.74
C -0.634 3.068 -0.192  -0.50
C -0.308 2.952 1.148  -0.50
C -1.116 2.185 1.966  -0.84
C -2.220 1.526 1.458  -0.30
H -2.803 0.919 2.130  0.22
H -0.883 2.083 3.015  0.40
H 0.557 3.461 1.544  0.44
H -0.050 3.673 -0.867  0.47
F -2.035 2.615 -2.001  -0.41
C -3.672 0.307 -1.678  -1.05
H -4.584 0.543 -2.237  0.43
C -3.588 -1.230 -1.439  -0.53
H -2.881 -1.682 -2.129  0.27
H -4.570 -1.687 -1.611  0.41
H -2.825 0.639 -2.270  0.39
H -5.627 0.380 -0.073  0.34
H -4.812 1.022 1.355  0.48
C -0.956 -2.312 -0.561  0.02
C 0.108 -3.203 0.099  -1.22
C 0.974 -2.427 1.091  -1.06
N 1.552 -1.236 0.501  0.11
S 2.924 -1.450 -0.407  1.28
O 2.663 -1.624 -1.807  -0.76
O 3.744 -2.424 0.245  -0.78
N 3.549 0.094 -0.226  0.28
C 4.578 0.442 -1.189  -0.56
H 4.189 0.218 -2.181  0.41
C 4.887 1.932 -1.029  -0.63
H 5.710 2.228 -1.680  0.35
O 5.300 2.226 0.286  -0.40
C 4.319 1.858 1.226  -0.63
H 4.732 2.100 2.206  0.37
C 3.984 0.368 1.129  -0.51
H 3.165 0.104 1.796  0.37
H 4.866 -0.237 1.380  0.29
H 3.401 2.441 1.055  0.28
H 3.988 2.515 -1.277  0.29
H 5.491 -0.146 -1.014  0.31
C 0.576 -0.365 -0.112  -1.20
C -0.260 -1.085 -1.169  -0.46
H -0.978 -0.383 -1.588  0.19
H 0.410 -1.418 -1.963  0.59
H 1.128 0.461 -0.562  0.58
H -0.065 0.023 0.684  0.22
H 1.806 -3.042 1.433  0.52
H 0.367 -2.115 1.945  0.42
H -0.374 -4.030 0.622  0.48
H 0.752 -3.607 -0.686  0.48
H -1.429 -2.896 -1.359  0.74

Energy above the lowest of the compared OMol25 structures with the same formula, charge and spin   0.0 kcal per mole
Frontier orbital gap   8.844 eV
Calculated total energy   -48913.66496 eV
E_HOMO   -8.166 eV